Entry 1:
Computed, not measured: C4H5NO2 in the gas phase, with ωB97M-V/def2-TZVPD.

Last column: Löwdin charge in e.
Positions of all 12 atoms, in Å:
C 1.323 1.017 -0.094  -0.143
C 1.285 -0.416 -0.318  -0.253
C -1.220 -0.335 -0.657  -0.098
C -0.885 -0.326 0.766  -0.199
H 2.227 1.496 -0.236  0.111
H -2.304 -1.024 -0.841  0.187
H -1.034 0.558 -1.160  0.072
H -0.705 0.626 1.178  0.094
H -1.299 -1.203 1.276  0.128
N -0.015 -0.959 -0.095  -0.046
O 0.335 1.698 0.085  0.060
O 2.292 -1.133 0.096  0.087

Cartesian forces, eV/Å:
C -1.05 2.39 -1.80
C 1.91 -5.10 5.20
C -3.63 -3.06 0.51
C -2.62 -1.09 2.13
H 2.57 0.92 0.24
H 3.88 1.84 -0.27
H -0.42 1.11 -0.95
H 0.02 0.12 1.12
H -0.65 1.19 0.88
N 2.74 -2.03 -3.89
O 1.18 0.22 -0.16
O -3.93 3.50 -2.99

Values from the calculation:
Frontier orbital gap: 0.293 Eh
Largest force on an atom: 0.1465 Eh/bohr
SMILES: O=CC(=O)N1CC1
LUMO energy: -1.6 eV

Entry 2:
Computed, not measured: a molecular structure, C43H39BCsI2N8O, with ωB97M-V/def2-TZVPD.

Last column: Löwdin charge in e.
Positions of all 95 atoms, in Å:
Cs 0.232 0.151 -0.455  1.029
C -4.963 1.373 2.594  -0.028
C -4.256 1.274 1.284  -0.287
C -4.694 0.751 0.088  0.019
C -3.591 0.875 -0.784  -0.261
N -2.569 1.438 -0.155  0.061
N -2.982 1.689 1.105  -0.006
B -1.990 2.120 2.193  -0.556
N -1.261 0.864 2.738  0.014
N -1.497 -0.356 2.223  0.084
C -0.730 -1.206 2.894  -0.285
C 0.008 -0.525 3.884  0.012
C -0.368 0.796 3.750  -0.281
C 0.065 1.996 4.521  -0.019
C -0.737 -2.634 2.540  -0.168
C -1.625 -3.114 1.574  -0.038
C -1.614 -4.450 1.208  -0.093
C -0.718 -5.334 1.797  -0.104
C 0.163 -4.866 2.763  -0.095
C 0.151 -3.529 3.132  -0.045
N -0.964 3.126 1.611  0.013
N 0.341 2.845 1.426  0.083
C 0.906 3.968 0.994  -0.262
C -0.049 4.995 0.890  0.023
C -1.232 4.409 1.289  -0.275
C -2.608 4.980 1.360  -0.020
C 2.351 4.014 0.727  -0.159
C 3.045 2.865 0.352  -0.033
C 4.412 2.899 0.134  -0.079
C 5.113 4.089 0.279  -0.104
C 4.432 5.242 0.638  -0.097
C 3.063 5.204 0.863  -0.038
C -3.461 0.418 -2.180  -0.163
C -4.441 -0.402 -2.742  -0.046
C -4.316 -0.875 -4.038  -0.098
C -3.202 -0.541 -4.798  -0.090
C -2.221 0.271 -4.249  -0.068
C -2.350 0.751 -2.954  -0.054
H -5.973 0.978 2.495  0.075
H -5.024 2.406 2.941  0.074
H -4.441 0.799 3.362  0.082
H -5.671 0.346 -0.115  0.097
H -2.596 2.659 3.094  0.115
H 0.705 -0.924 4.603  0.101
H 0.578 1.685 5.430  0.076
H -0.796 2.608 4.796  0.078
H 0.736 2.619 3.928  0.072
H -2.320 -2.420 1.117  0.110
H -2.305 -4.803 0.452  0.102
H -0.706 -6.377 1.505  0.095
H 0.871 -5.543 3.225  0.099
H 0.857 -3.171 3.872  0.105
H 0.088 6.005 0.541  0.103
H -2.591 6.022 1.043  0.076
H -3.004 4.930 2.377  0.076
H -3.294 4.430 0.714  0.082
H 2.496 1.945 0.202  0.049
H 4.928 1.997 -0.170  0.103
H 6.181 4.118 0.102  0.095
H 4.968 6.177 0.750  0.096
H 2.539 6.104 1.162  0.106
H -5.303 -0.684 -2.150  0.099
H -5.085 -1.515 -4.453  0.094
H -3.095 -0.918 -5.807  0.098
H -1.334 0.529 -4.814  0.086
H -1.573 1.391 -2.558  0.081
I 3.117 -3.295 -7.883  0.763
C 2.333 -2.135 -6.327  -0.770
C 2.270 -0.754 -6.455  -0.260
C 1.752 -0.004 -5.419  -0.647
I 1.632 2.074 -5.606  0.852
C 1.274 -0.561 -4.192  -0.522
O 0.808 0.134 -3.247  -0.312
C 1.351 -1.996 -4.128  -0.160
C 0.856 -2.677 -2.887  -0.196
N 1.786 -2.501 -1.767  -0.069
C 1.505 -3.394 -0.656  -0.196
C 2.370 -3.080 0.537  -0.278
C 3.252 -4.016 1.062  -0.029
C 3.999 -3.684 2.181  -0.073
C 3.844 -2.426 2.738  -0.068
C 2.947 -1.551 2.140  -0.140
N 2.228 -1.864 1.069  0.078
C 1.867 -2.744 -5.169  -0.141
H 2.621 -0.267 -7.355  0.071
H -0.108 -2.250 -2.589  0.108
H 0.690 -3.745 -3.103  0.115
H 2.736 -2.628 -2.097  0.124
H 0.461 -3.250 -0.359  0.104
H 1.609 -4.458 -0.921  0.120
H 3.338 -4.991 0.600  0.110
H 4.691 -4.397 2.612  0.103
H 4.404 -2.120 3.612  0.100
H 2.786 -0.558 2.546  0.109
H 1.899 -3.825 -5.077  0.091

Cartesian forces, eV/Å:
Cs 0.07 -0.03 -0.06
C 0.00 -0.01 0.00
C 0.00 0.02 -0.03
C 0.01 -0.01 0.00
C 0.01 -0.02 0.03
N 0.01 0.06 0.02
N -0.06 -0.04 0.02
B -0.02 0.01 0.01
N 0.05 0.00 0.08
N 0.01 0.00 -0.18
C -0.01 0.03 0.13
C -0.02 -0.02 -0.04
C 0.02 0.02 0.01
C -0.04 0.01 0.01
C 0.00 0.00 -0.03
C -0.01 -0.01 -0.01
C 0.01 0.00 0.01
C -0.01 0.00 -0.01
C 0.00 -0.01 0.00
C 0.01 0.01 0.00
N -0.06 0.04 0.01
N 0.01 -0.10 -0.04
C -0.03 -0.05 0.01
C -0.03 -0.01 0.00
C 0.04 0.02 0.00
C 0.00 0.00 0.01
C 0.01 0.02 0.02
C 0.03 -0.01 -0.08
C 0.01 0.02 -0.02
C 0.01 -0.02 -0.01
C -0.02 0.01 0.01
C 0.01 0.02 0.00
C 0.00 0.02 0.02
C -0.01 -0.01 0.00
C 0.01 0.01 0.00
C -0.01 -0.01 0.00
C 0.05 -0.01 0.01
C -0.05 0.00 -0.08
H 0.00 0.00 0.00
H 0.00 0.00 0.00
H 0.00 0.00 0.00
H 0.00 0.00 0.00
H 0.00 0.01 -0.01
H 0.00 -0.01 0.01
H 0.00 0.01 0.00
H 0.01 0.00 0.00
H 0.01 -0.01 -0.02
H 0.00 0.00 0.00
H 0.00 0.00 0.00
H 0.00 0.00 0.00
H 0.00 0.00 0.00
H 0.00 0.00 0.00
H 0.01 0.00 0.00
H -0.01 0.00 0.01
H 0.00 0.00 0.00
H 0.01 -0.01 -0.01
H 0.07 0.02 0.10
H 0.00 0.00 0.00
H 0.00 0.00 0.00
H 0.00 0.00 0.00
H 0.00 0.00 0.00
H 0.00 0.00 0.00
H 0.00 0.00 0.00
H 0.00 0.00 0.00
H 0.00 0.00 0.00
H -0.06 0.02 0.03
I 0.00 0.00 0.00
C 0.00 0.00 -0.01
C 0.01 -0.01 0.00
C 0.00 -0.01 -0.01
I 0.00 0.00 0.00
C 0.01 -0.02 0.01
O -0.02 0.03 0.02
C -0.01 -0.01 -0.02
C 0.05 -0.01 0.03
N -0.01 0.01 0.05
C -0.02 0.01 -0.05
C 0.00 0.00 -0.01
C 0.01 0.00 0.01
C 0.00 0.00 0.00
C 0.00 0.00 0.00
C 0.00 0.00 0.00
N 0.02 0.00 0.02
C 0.00 0.01 0.01
H 0.00 0.00 0.00
H -0.02 0.00 -0.03
H 0.00 0.00 0.00
H 0.00 0.01 0.00
H 0.00 -0.01 0.01
H 0.00 -0.01 0.03
H 0.00 0.00 0.00
H 0.00 0.00 0.00
H 0.00 0.00 0.00
H 0.00 0.00 0.01
H 0.00 0.00 0.00

Values from the calculation:
Frontier orbital gap: 0.233 Eh
Largest force on an atom: 0.0034 Eh/bohr
LUMO energy: 1.9 eV
Charge: -1

Entry 3:
Computed, not measured: 2 unconnected molecules or ions with the total composition C7H13O2PS3, with ωB97M-V/def2-TZVPD.

Last column: Löwdin charge in e.
Positions of all 26 atoms, in Å:
C -1.699 -0.877 -3.858  -0.097
C -2.820 -1.514 -3.827  -0.642
C -0.998 -0.577 -2.618  -0.486
C 1.055 1.618 -1.438  -0.129
C -1.269 0.380 1.411  -0.196
C 1.226 0.281 -1.891  -0.246
C -1.299 -1.136 1.580  -0.532
O -1.318 -0.866 -1.489  0.022
O 0.192 0.008 -2.960  -0.031
P 0.249 -1.797 0.683  0.316
S -0.180 -3.693 -0.114  0.355
S 1.046 -2.315 2.631  0.301
S -4.185 -2.031 -3.366  0.865
H -1.318 -0.342 -4.723  0.130
H 0.947 -4.336 0.114  -0.224
H 1.901 1.832 -0.730  0.103
H 0.992 2.461 -2.194  0.101
H 0.026 1.759 -0.912  0.098
H -0.262 0.667 1.813  0.071
H -1.229 0.752 0.427  0.007
H -2.053 0.841 2.074  0.091
H 1.169 -0.415 -1.074  -0.003
H 2.331 0.171 -2.372  0.171
H -2.073 -1.550 0.910  0.050
H -1.502 -1.394 2.666  0.078
H 1.901 -3.331 2.144  -0.175

Cartesian forces, eV/Å:
C 1.01 1.23 -0.95
C -1.14 0.15 1.01
C 2.05 -0.20 0.32
C -1.67 4.21 1.92
C 1.12 0.08 2.86
C 1.68 -1.76 -3.27
C -0.93 -0.50 -1.35
O -0.25 0.13 -0.14
O 0.59 -0.33 1.00
P 0.52 0.65 2.21
S -1.66 -0.48 -0.54
S 1.23 -1.53 -0.78
S -0.47 -0.66 -0.34
H -0.06 -0.48 -0.14
H 0.71 0.10 0.31
H -0.96 0.13 -0.42
H 0.59 -1.29 0.42
H 1.86 -0.40 -0.44
H -0.81 0.31 0.08
H -0.66 0.13 -1.24
H 0.73 -0.19 -0.95
H -0.30 -0.45 -0.04
H -2.82 -0.06 0.58
H -0.24 0.09 0.68
H 0.60 -0.17 -1.49
H -0.71 1.30 0.69

Values from the calculation:
Frontier orbital gap: 0.274 Eh
Largest force on an atom: 0.0956 Eh/bohr
SMILES: CCOC(=O)C=C=S.CCP(S)S
LUMO energy: -0.7 eV

Entry 4:
Computed, not measured: a gas-phase ion, C20H28N3O5S (charge +1), with ωB97M-V/def2-TZVPD.

Last column: Löwdin charge in e.
Positions of all 57 atoms, in Å:
C 6.076 0.152 0.586  -0.060
H 6.360 1.030 0.014  0.069
H 6.132 0.393 1.644  0.074
C 4.663 -0.265 0.193  -0.249
N 3.674 0.755 0.499  -0.171
S 3.436 1.800 -0.782  0.701
O 2.761 2.991 -0.377  -0.256
O 4.662 1.922 -1.505  -0.262
C 2.301 0.852 -1.819  -0.239
C 2.652 0.531 -3.113  -0.030
C 1.763 -0.157 -3.927  0.016
C 0.513 -0.517 -3.441  -0.202
C 0.172 -0.186 -2.113  -0.112
C 1.068 0.494 -1.307  0.032
H 0.813 0.751 -0.293  0.095
N -1.120 -0.570 -1.691  0.175
C -1.661 -0.423 -0.492  -0.398
O -1.152 0.053 0.516  0.080
C -3.131 -0.909 -0.337  -0.015
N -3.447 -0.635 1.072  0.026
H -2.502 -0.203 1.386  0.159
C -4.595 0.247 1.356  -0.081
H -4.613 1.089 0.665  0.148
H -4.487 0.624 2.374  0.149
C -5.888 -0.585 1.273  -0.415
C -7.051 0.153 1.919  -0.026
H -6.857 0.311 2.977  0.096
H -7.196 1.118 1.442  0.094
H -7.969 -0.419 1.814  0.092
O -5.578 -1.805 1.928  -0.031
H -6.390 -2.227 2.228  0.117
H -6.127 -0.798 0.218  0.149
H -3.646 -1.494 1.603  0.169
H -3.781 -0.339 -1.002  0.144
H -3.216 -1.969 -0.576  0.151
H -1.650 -1.005 -2.438  0.159
O -0.448 -1.176 -4.143  -0.091
C -0.186 -1.519 -5.493  -0.051
H 0.661 -2.204 -5.570  0.104
H -1.087 -2.016 -5.847  0.099
H 0.000 -0.628 -6.098  0.104
H 2.051 -0.399 -4.936  0.115
H 3.621 0.830 -3.478  0.122
C 3.022 0.783 1.735  -0.226
C 3.461 -0.012 2.797  -0.025
C 2.786 -0.019 4.004  -0.079
C 1.663 0.766 4.191  -0.099
C 1.234 1.572 3.152  -0.081
C 1.896 1.582 1.939  -0.047
H 1.563 2.249 1.164  0.085
H 0.371 2.210 3.281  0.104
H 1.143 0.760 5.137  0.100
H 3.153 -0.641 4.806  0.107
H 4.342 -0.625 2.702  0.100
H 4.370 -1.199 0.678  0.121
H 4.623 -0.420 -0.888  0.109
H 6.772 -0.654 0.369  0.082

Cartesian forces, eV/Å:
C -0.20 -0.09 -0.08
H 0.09 0.03 0.01
H 0.04 0.00 0.11
C 0.56 -0.33 -0.12
N 0.20 0.74 -0.91
S -0.57 -0.33 -0.27
O -0.07 -0.14 0.26
O 0.07 -0.27 -0.01
C 0.54 0.30 0.04
C 0.14 0.12 0.18
C -0.33 -0.13 -0.03
C 0.18 0.12 0.14
C 0.45 0.14 -0.08
C -0.23 -0.06 0.04
H -0.11 -0.03 0.08
N -0.02 -0.13 -0.40
C -0.67 -0.23 0.19
O 0.36 0.16 -0.08
C 0.33 -0.02 -0.53
N 0.59 0.00 0.55
H -0.59 -0.29 -0.06
C -0.84 0.01 0.14
H 0.10 -0.05 -0.01
H 0.11 -0.05 -0.07
C -0.05 0.42 -0.21
C 0.29 -0.18 -0.11
H 0.03 0.03 0.10
H -0.08 0.13 -0.06
H -0.09 -0.02 -0.03
O 0.03 -0.06 0.12
H 0.04 -0.08 0.01
H 0.07 0.08 0.13
H 0.22 0.08 -0.18
H -0.03 -0.05 0.10
H -0.06 0.06 0.10
H -0.11 0.01 0.21
O 0.02 0.18 0.51
C -0.02 -0.12 -0.34
H -0.02 0.03 0.04
H 0.10 0.04 -0.02
H 0.00 -0.01 0.05
H 0.00 -0.04 -0.10
H 0.10 0.00 -0.11
C -0.59 0.26 0.55
C 0.17 -0.03 -0.25
C -0.10 0.03 0.04
C -0.02 -0.02 0.11
C 0.02 -0.07 -0.01
C -0.12 0.08 0.13
H -0.10 0.01 0.03
H -0.07 0.07 0.00
H -0.03 0.01 0.09
H 0.04 -0.05 0.05
H 0.11 -0.06 -0.05
H -0.08 0.11 -0.10
H 0.07 -0.25 0.11
H 0.11 -0.07 0.01

Values from the calculation:
Frontier orbital gap: 0.283 Eh
Largest force on an atom: 0.0232 Eh/bohr
SMILES: CCN(c1ccccc1)S(=O)(=O)c1ccc(OC)c(NC(=O)C[NH2+]C[C@H](C)O)c1
LUMO energy: -2.5 eV
Charge: +1